{
  "formula": "C28H52O14",
  "method": "ωB97M-V/def2-TZVPD",
  "de_lowest_kj_mol": 267.4,
  "e_tot_ha": -2151.38950,
  "smiles": "CCOC(C)=O.CCOC(C)=O.CCOC(C)=O.CCOC(C)=O.CCOC(C)=O.O=C1CCCO1.O=C1CCCO1",
  "largest_force_ha_per_bohr": 0.0826,
  "symbols": ["H", "H", "C", "O", "C", "O", "H", "H", "H", "H", "C", "O", "C", "C", "O", "C", "C", "H", "H", "O", "H", "H", "H", "H", "H", "C", "H", "C", "C", "H", "C", "C", "C", "C", "O", "H", "H", "H", "C", "H", "O", "H", "H", "H", "H", "H", "H", "H", "H", "O", "H", "H", "O", "C", "H", "H", "H", "C", "C", "H", "O", "H", "H", "C", "H", "H", "H", "H", "C", "H", "C", "C", "H", "C", "H", "O", "H", "H", "H", "H", "C", "H", "O", "O", "C", "H", "C", "H", "O", "H", "C", "H", "H", "C"],
  "coordinates": [[6.066, 11.243, 18.877], [11.777, 24.442, 23.768], [0.872, 15.521, 14.542], [12.482, 20.830, 18.361], [12.998, 20.035, 15.128], [13.425, 21.923, 16.640], [14.818, 20.864, 15.473], [3.378, 17.224, 20.854], [9.178, 19.843, 14.307], [6.794, 12.259, 21.065], [9.245, 19.901, 18.786], [4.051, 15.797, 22.988], [12.185, 23.874, 25.822], [7.961, 19.566, 19.540], [10.254, 23.213, 22.191], [8.483, 17.866, 13.339], [9.186, 18.758, 14.412], [1.659, 14.850, 14.199], [5.322, 17.301, 23.231], [8.659, 13.673, 22.257], [8.824, 16.204, 22.344], [13.256, 23.685, 25.755], [5.117, 12.657, 19.403], [11.799, 23.149, 26.539], [8.928, 18.595, 15.458], [10.694, 22.380, 22.923], [7.070, 16.304, 22.106], [8.661, 20.366, 17.456], [4.693, 16.528, 16.945], [9.911, 20.373, 23.079], [7.996, 15.882, 21.713], [12.763, 21.890, 17.794], [10.848, 17.896, 13.122], [3.599, 17.345, 16.379], [7.542, 19.700, 17.290], [2.088, 13.682, 22.355], [12.235, 23.338, 19.346], [11.334, 23.249, 17.794], [4.403, 17.130, 22.670], [3.726, 17.761, 23.245], [3.689, 18.550, 16.343], [8.235, 16.913, 13.806], [12.051, 24.913, 26.124], [9.676, 20.697, 19.394], [7.625, 20.454, 20.075], [0.796, 17.261, 15.807], [11.982, 19.925, 15.507], [9.605, 16.694, 11.723], [5.968, 19.283, 18.773], [7.173, 14.018, 20.596], [4.723, 18.352, 20.780], [8.076, 12.266, 19.757], [2.679, 16.565, 15.821], [7.129, 12.671, 20.114], [10.458, 20.883, 21.407], [6.243, 12.927, 18.180], [12.900, 20.408, 14.108], [6.991, 19.013, 18.511], [11.434, 23.763, 24.549], [8.142, 16.353, 20.741], [10.556, 18.408, 14.279], [7.111, 17.930, 18.504], [9.794, 18.962, 18.703], [12.317, 23.221, 18.265], [3.721, 13.636, 23.277], [2.108, 13.893, 24.120], [5.041, 16.689, 20.711], [11.570, 20.479, 22.696], [9.590, 17.599, 12.331], [0.153, 15.594, 13.726], [7.959, 14.381, 21.549], [10.613, 20.957, 22.483], [14.281, 20.133, 16.857], [6.098, 12.316, 19.071], [8.030, 18.782, 20.294], [9.150, 20.996, 16.480], [5.103, 15.709, 16.355], [1.487, 17.516, 14.153], [10.452, 24.079, 24.900], [0.284, 14.971, 15.277], [4.391, 17.407, 21.211], [12.978, 23.994, 17.875], [11.975, 17.682, 12.770], [1.818, 16.040, 22.585], [1.485, 16.893, 15.047], [7.583, 18.372, 12.990], [2.796, 15.405, 22.905], [4.459, 16.299, 17.985], [11.315, 22.450, 24.120], [5.493, 17.250, 17.107], [13.889, 20.718, 16.024], [9.495, 18.426, 11.628], [13.296, 18.999, 14.965], [2.694, 13.994, 23.206]],
  "forces_ev_per_a": [[0.2, 0.2, 0.0], [0.1, -0.2, -0.1], [0.4, 0.1, 0.4], [0.4, 1.5, -0.7], [-2.5, -1.7, -1.2], [0.1, 1.3, -0.9], [0.0, 1.2, 0.0], [0.0, 0.1, -0.1], [-0.6, 0.0, -0.5], [0.5, -1.5, -0.3], [-1.2, 0.7, 1.2], [1.1, 0.1, -0.3], [1.2, -0.2, 0.3], [-0.5, -0.6, 1.1], [0.2, 1.9, 0.7], [-0.1, -0.1, 1.2], [0.0, -0.1, -0.1], [0.1, 0.1, 0.0], [0.5, -0.2, -0.6], [-0.9, 0.0, -1.1], [-0.1, -0.4, 0.1], [0.1, 0.0, -0.2], [-0.2, -0.3, 0.2], [-0.2, 0.3, 0.2], [-0.3, -0.4, -0.3], [-0.2, -2.8, -0.9], [-0.1, -0.3, 0.1], [2.8, 0.5, -2.9], [1.3, 0.6, 1.3], [-0.3, 0.2, -0.2], [0.0, 0.6, -0.3], [-0.1, -3.0, 1.1], [0.4, -1.4, -1.6], [0.4, 0.9, -1.4], [-3.3, -1.3, -0.2], [0.2, -1.0, 0.2], [-0.1, -0.5, -0.2], [-0.2, 0.7, 0.1], [-0.2, 1.6, 1.9], [-0.4, 0.3, -0.4], [-1.0, -0.3, 0.0], [-0.4, 0.1, 0.2], [0.0, -0.2, 0.5], [1.0, -0.3, -0.7], [-0.4, 0.1, -0.3], [-0.1, 0.6, -0.4], [0.0, 0.2, 0.2], [0.0, -0.1, 0.5], [0.0, 0.1, -0.9], [-1.3, 0.8, -3.3], [-0.1, 0.4, 0.9], [0.4, 0.5, 0.6], [-0.6, -0.7, -1.2], [-0.5, -1.6, 1.9], [-0.3, 0.1, 0.3], [0.3, -0.5, -0.4], [0.2, 0.6, 0.1], [1.8, 1.7, 0.1], [-0.9, 1.6, 1.2], [0.0, -0.1, -0.2], [0.5, 0.5, 1.6], [0.0, 0.1, -0.9], [0.7, 0.5, -0.4], [0.2, 0.4, -0.4], [-0.5, -0.8, 0.0], [0.2, -0.3, 0.0], [0.0, -0.3, 0.0], [0.1, 0.0, 0.0], [-0.5, 1.7, -0.4], [0.2, 0.7, -0.2], [2.4, 0.5, 2.6], [0.9, -1.1, 0.2], [-0.6, -0.6, 0.0], [-0.7, 2.0, 0.1], [0.6, 0.1, 0.3], [-1.4, -1.5, 3.7], [-0.6, -0.1, 0.2], [1.2, 0.5, 0.5], [-0.5, 0.3, -0.8], [0.4, 0.2, 0.5], [0.0, -0.8, -1.4], [-0.3, 0.1, -0.1], [0.4, 0.0, -0.1], [0.8, 1.0, 0.0], [-1.7, -1.8, 0.8], [0.1, -0.3, -0.3], [-1.5, 0.7, -0.2], [-0.3, -0.8, -0.1], [-0.2, 0.0, -1.4], [0.2, -0.1, -0.4], [2.5, -0.1, 1.7], [0.4, 0.0, -0.5], [0.3, -0.1, 0.2], [0.0, -0.6, 0.1]],
  "mulliken_charge": [0.37, 0.36, -1.11, -0.61, -0.63, -0.39, 0.35, 0.42, 0.30, 0.30, 0.14, -0.31, -1.28, -0.59, -0.55, -0.49, -0.04, 0.31, 0.37, -0.61, 0.45, 0.34, 0.30, 0.31, -0.13, 0.62, -0.15, 0.39, -0.24, 0.33, -0.27, 0.85, 0.47, 0.50, -0.33, 0.29, 0.25, 0.21, -0.56, 0.41, -0.58, 0.24, 0.36, -0.11, 0.36, 0.28, 0.01, 0.39, 0.25, -0.23, 0.36, 0.30, -0.22, -0.19, -0.18, 0.28, 0.29, 0.02, -0.09, 0.05, -0.23, 0.07, 0.24, -0.94, 0.28, 0.27, 0.15, 0.37, -0.51, 0.37, 0.49, -0.46, 0.33, -1.16, 0.20, -0.66, 0.37, 0.30, 0.25, 0.30, -0.87, 0.34, -0.61, -0.59, -0.28, 0.38, 0.72, 0.19, -0.30, -0.20, -0.38, 0.20, 0.33, -0.91]
}